Record 1
The molecule C3H5NOS in a non-equilibrium geometry. Source: OMol25; level of theory: the ωB97M-V functional and the def2-TZVPD basis.

Each line ends with the Löwdin charge.
Cartesian coordinates (Å):
C -1.45134 -0.34431 0.32577  -0.36
C 0.45803 0.78086 -0.11927  -0.30
C 0.62842 -0.40108 0.75397  -0.52
N -1.00132 0.73102 -0.32771  0.03
O -2.37231 -1.03448 0.54382  0.13
S 1.26607 -1.88413 -0.03064  0.68
H 0.72171 1.57686 0.48850  0.07
H 1.02797 0.83857 -1.14636  0.14
H 1.01741 -0.23666 1.76707  0.07
H -1.57040 1.40962 -0.93639  0.18
H 1.27576 -1.43627 -1.31875  -0.13

Cartesian forces, eV/Å:
3.54 -0.52 1.50
-0.01 -0.24 -2.39
-2.54 -1.64 -0.84
-1.02 1.66 -1.58
-0.41 0.49 -0.37
0.36 0.02 -0.17
0.44 2.25 0.64
-0.97 -0.26 1.99
-0.22 -0.19 -0.49
0.91 -1.46 1.08
-0.09 -0.10 0.63

Relative energy (zero: lowest compared OMol25 entry of this formula, charge and spin) ... 65.95 kcal per mole
Frontier orbital gap ... 8.451 eV
Strongest force on any atom ... 0.0754 hartree/bohr
Electronic energy ... -645.4066 a.u.

Record 2
The molecule C3H5NOS in a non-equilibrium geometry. Source: OMol25; level of theory: the ωB97M-V functional and the def2-TZVPD basis.

Each line ends with the Löwdin charge.
Cartesian coordinates (Å):
C -2.58863 -0.47020 0.07778  0.02
N -1.45033 -0.98600 -0.42483  0.00
O -0.55379 0.12097 -0.54981  -0.17
C 0.74439 -0.29007 -0.46850  -0.80
C 1.81398 0.85135 -0.03366  -0.19
S 1.39322 -1.78284 -0.11174  0.65
H -2.77164 0.46112 0.68352  0.09
H -3.29201 -1.38414 0.34378  0.11
H 2.19872 1.58380 -0.95533  0.10
H 1.58662 1.53422 0.90574  0.07
H 2.91947 0.36180 0.53306  0.13

Cartesian forces, eV/Å:
1.90 -4.41 1.03
-3.97 3.05 1.14
1.82 -0.61 -0.17
2.51 0.35 3.44
3.06 1.59 0.44
-1.56 0.64 -1.18
0.57 -0.56 -1.44
1.13 2.17 -0.97
-1.22 -1.96 2.45
-0.64 -1.24 -2.25
-3.60 0.98 -2.50

SMILES string ... C=NOC(C)=S
Relative energy (zero: lowest compared OMol25 entry of this formula, charge and spin) ... 128.42 kcal per mole
Frontier orbital gap ... 8.170 eV
Strongest force on any atom ... 0.0999 hartree/bohr
Electronic energy ... -645.3070 a.u.

Record 3
The molecule C3H5NOS in a non-equilibrium geometry. Source: OMol25; level of theory: the ωB97M-V functional and the def2-TZVPD basis.

Each line ends with the Löwdin charge.
Cartesian coordinates (Å):
O 0.78125 1.30015 1.70055  -0.02
C 0.62485 0.11408 0.91989  -0.36
C 1.19197 0.29916 -0.49897  -0.23
N 0.47808 -0.15743 -1.43001  -0.30
S -1.04101 -0.78275 -0.91871  0.86
C -0.92874 -0.15006 0.74352  -0.41
H 1.29529 1.93546 1.24877  0.06
H 1.10037 -0.82745 1.31086  0.15
H 2.18491 0.73982 -0.81399  0.14
H -1.36217 -0.88139 1.40946  0.07
H -1.48722 0.67938 0.96326  0.04

Cartesian forces, eV/Å:
-0.65 -1.86 1.21
-0.57 0.47 -0.36
-0.01 -0.11 0.03
-0.59 -0.18 -0.79
0.32 0.12 -0.81
2.37 -1.95 0.10
0.90 0.89 -0.85
-0.15 1.10 0.33
-1.02 -0.50 0.91
0.49 -0.60 0.34
-1.10 2.63 -0.11

SMILES string ... O[C@@H]1C=NSC1
Relative energy (zero: lowest compared OMol25 entry of this formula, charge and spin) ... 42.14 kcal per mole
Frontier orbital gap ... 9.424 eV
Strongest force on any atom ... 0.0598 hartree/bohr
Electronic energy ... -645.4445 a.u.

Record 4
The molecule C3H5NOS in a non-equilibrium geometry. Source: OMol25; level of theory: the ωB97M-V functional and the def2-TZVPD basis.

Each line ends with the Löwdin spin population.
Cartesian coordinates (Å):
C -1.55950 -0.66803 -1.40323  0.10
C 0.69223 -0.25911 -0.15773  0.05
C 0.15173 0.50197 1.10222  0.03
N -0.37957 -0.66724 -1.01497  0.53
O -0.28544 1.81686 0.73596  0.00
S -0.66975 -2.09277 -2.14217  1.27
H -1.09254 1.65971 0.35836  0.00
H 1.41207 0.39881 -0.84908  0.01
H 1.22568 -1.09220 0.31983  0.01
H -0.60492 -0.09200 1.44717  0.00
H 1.11000 0.49401 1.60364  0.00

Cartesian forces, eV/Å:
-1.83 -0.13 -0.65
-0.10 2.48 -0.48
3.14 1.70 -3.71
4.15 2.25 3.28
3.29 -0.45 2.19
-1.47 -3.28 -2.96
-3.42 -0.11 -1.65
-1.39 -1.39 1.84
-0.10 -0.44 -1.00
-1.83 -1.37 1.71
-0.45 0.74 1.43

Relative energy (zero: lowest compared OMol25 entry of this formula, charge and spin) ... 68.23 kcal per mole
Frontier orbital gap (spin up / spin down) ... 6.807 / 7.227 eV
Strongest force on any atom ... 0.1118 hartree/bohr
Expectation value of S² ... 2.0111
2S+1 ... 3
Electronic energy ... -645.2343 a.u.

Record 5
The molecule C3H5NOS in a non-equilibrium geometry. Source: OMol25; level of theory: the ωB97M-V functional and the def2-TZVPD basis.

Each line ends with the Löwdin spin population.
Cartesian coordinates (Å):
C 0.14106 -1.22406 -0.19896  0.58
C 1.47325 -0.28173 -0.88745  0.68
C 0.23104 0.88571 0.57747  0.02
N -0.57251 -0.25592 0.40529  0.18
O 1.37203 0.81604 -0.19161  0.25
S -2.22524 -0.00440 -0.31350  0.16
H -0.22069 -2.05212 -0.78963  0.03
H 2.25119 -0.52030 -1.43232  0.06
H -0.25955 1.79275 0.52349  0.00
H 0.58570 0.71500 1.54497  0.01
H -2.77628 0.12903 0.76224  0.01

Cartesian forces, eV/Å:
3.91 1.31 -2.03
-6.90 -2.70 3.02
0.98 -1.23 1.40
-2.48 -1.38 -1.60
1.40 2.55 -0.66
2.33 -0.31 -3.80
-0.55 0.07 0.46
3.83 -1.08 -2.37
-1.11 1.76 -0.56
0.67 0.57 2.11
-2.09 0.43 4.03

Relative energy (zero: lowest compared OMol25 entry of this formula, charge and spin) ... 52.95 kcal per mole
Frontier orbital gap (spin up / spin down) ... 6.682 / 9.435 eV
Strongest force on any atom ... 0.1556 hartree/bohr
Expectation value of S² ... 2.0117
2S+1 ... 3
Electronic energy ... -645.2586 a.u.

Record 6
The molecule C3H5NOS2 in a non-equilibrium geometry. Source: OMol25; level of theory: the ωB97M-V functional and the def2-TZVPD basis.

Each line ends with the Löwdin charge.
Cartesian coordinates (Å):
O -0.27793 1.43271 -1.13381  0.05
C 0.29184 1.57581 -0.09906  -0.27
C 0.47880 0.44253 0.88880  -0.20
C 0.71041 -0.76326 0.04594  -0.92
S 2.23361 -1.26536 -0.36021  0.66
N -0.38745 -1.40914 -0.38827  -0.41
S -2.04396 -1.15474 -0.04175  0.79
H 0.61711 2.58524 0.21732  0.13
H -0.41151 0.40045 1.53481  0.11
H 1.35812 0.67038 1.47912  0.10
H -0.19694 -2.15744 -1.04444  0.08
H -2.37209 -0.35718 -1.09844  -0.12

Cartesian forces, eV/Å:
-0.33 0.01 -1.05
-0.44 0.65 0.91
0.31 0.52 -0.10
0.29 -0.57 0.46
-0.52 0.16 0.03
-0.41 -0.53 -0.55
0.31 0.28 -0.24
0.21 -0.11 0.06
0.19 -0.07 -0.23
0.08 -0.18 0.20
0.03 0.02 0.16
0.28 -0.17 0.35

SMILES string ... O=CCC(=S)NS
Relative energy (zero: lowest compared OMol25 entry of this formula, charge and spin) ... 24.09 kcal per mole
Frontier orbital gap ... 9.045 eV
Strongest force on any atom ... 0.0234 hartree/bohr
Electronic energy ... -1043.6508 a.u.

Record 7
The molecule C3H5NOS2 in a non-equilibrium geometry. Source: OMol25; level of theory: the ωB97M-V functional and the def2-TZVPD basis.

Each line ends with the Löwdin charge.
Cartesian coordinates (Å):
O 2.30359 0.83922 1.50675  -0.06
C 1.03782 0.55365 1.72752  -0.21
C -0.00559 1.18551 0.74238  -0.48
S -1.42050 0.20559 0.33569  0.92
N -0.76587 -1.01606 -0.68318  -0.45
C -0.71797 -0.88259 -1.92663  -0.83
S 0.13040 -2.08157 -2.72534  0.56
H 0.78137 -0.17911 2.65884  0.16
H -0.40045 2.12122 1.06600  0.06
H 0.84628 1.33656 -0.01894  0.12
H -0.64402 -2.04743 -0.30605  0.15
H -1.14507 -0.03498 -2.37705  0.05

Cartesian forces, eV/Å:
-6.72 -1.66 1.28
5.25 0.61 0.81
3.66 -1.47 -0.19
-0.37 -0.51 -0.22
-1.30 -2.06 7.14
2.34 -2.35 -5.03
-0.67 0.61 -0.71
0.30 1.66 -2.20
-0.07 0.78 0.48
-2.14 0.26 0.01
0.14 2.96 -0.84
-0.41 1.18 -0.53

SMILES string ... O=CCSNC=S
Relative energy (zero: lowest compared OMol25 entry of this formula, charge and spin) ... 66.99 kcal per mole
Frontier orbital gap ... 8.500 eV
Strongest force on any atom ... 0.1467 hartree/bohr
Electronic energy ... -1043.5825 a.u.

Record 8
The molecule C3H5NOS2 in a non-equilibrium geometry. Source: OMol25; level of theory: the ωB97M-V functional and the def2-TZVPD basis.

Each line ends with the Löwdin charge.
Cartesian coordinates (Å):
O -2.75681 -0.85332 -0.00020  -0.06
N -1.45181 -0.70000 -0.42522  0.00
C -0.88575 0.11680 0.38752  -0.20
C 0.58297 0.43982 0.30046  -0.74
S 0.92577 2.17007 -0.19472  0.73
C 1.38435 -0.57962 -0.52598  -0.72
S 2.49911 -1.56586 0.05997  0.71
H -3.14750 -1.43610 -0.66058  0.09
H -1.46854 0.62460 1.23382  0.15
H 0.97450 0.37797 1.34521  0.09
H 2.26333 2.06117 0.04649  -0.11
H 1.08037 -0.65552 -1.56678  0.05

Cartesian forces, eV/Å:
-0.64 -0.34 -0.40
0.74 1.13 1.45
-0.43 0.49 0.10
0.98 -0.92 0.92
0.35 -0.26 -0.22
-0.93 0.44 0.13
0.10 0.15 0.13
-0.03 -0.01 0.03
0.73 -0.85 -1.27
-0.33 -0.11 -0.71
-0.58 0.11 -0.06
0.04 0.16 -0.08

SMILES string ... O/N=C/[C@H](S)C=S
Relative energy (zero: lowest compared OMol25 entry of this formula, charge and spin) ... 66.02 kcal per mole
Frontier orbital gap ... 8.563 eV
Strongest force on any atom ... 0.0386 hartree/bohr
Electronic energy ... -1043.5840 a.u.

Record 9
The molecule C3H5NP4 in a non-equilibrium geometry. Source: OMol25; level of theory: the ωB97M-V functional and the def2-TZVPD basis.

Each line ends with the Löwdin charge.
Cartesian coordinates (Å):
N -1.00101 0.47697 1.73908  -0.22
P 0.10325 -0.03191 0.53846  0.46
C -0.32148 -1.72239 0.17085  -0.65
P 0.11330 -2.27605 -1.49505  0.78
C 0.42770 -0.77812 -2.19984  -0.81
P -0.10175 0.79257 -1.51136  0.65
C 1.48834 1.50598 -1.04802  -0.85
P 1.89743 1.64641 0.64417  0.70
H -0.95209 -0.05762 2.56870  0.01
H -1.91312 0.39288 1.27459  0.04
H -0.13827 -2.27868 1.01903  -0.08
H 0.54161 -0.73866 -3.28767  -0.02
H 1.75367 2.24555 -1.80297  -0.03

Cartesian forces, eV/Å:
-0.11 1.14 -1.83
-0.95 -0.34 -0.59
1.46 2.45 -1.64
0.20 1.09 1.07
-0.64 -0.56 -1.23
0.36 -0.69 1.24
-0.19 1.84 1.74
-1.26 -1.90 -2.42
-0.11 -0.65 0.96
0.20 -0.10 0.77
-0.02 -1.95 1.59
0.02 -0.25 0.22
1.06 -0.07 0.14

SMILES string ... N[P@@]12=CP=CP1C=P2
Relative energy (zero: lowest compared OMol25 entry of this formula, charge and spin) ... 56.38 kcal per mole
Frontier orbital gap (spin up / spin down) ... 6.457 / 6.457 eV
Strongest force on any atom ... 0.0647 hartree/bohr
Electronic energy ... -1537.3502 a.u.

Record 10
A structure of composition C3H5NS in a non-equilibrium geometry. Source: OMol25; level of theory: the ωB97M-V functional and the def2-TZVPD basis.

Each line ends with the Löwdin charge.
Cartesian coordinates (Å):
C 1.09648 -0.03356 -0.19750  -0.83
C -0.02761 0.90058 -0.02577  -0.19
C -0.95560 -0.25622 0.06893  -0.25
H -0.47945 1.75743 -0.81250  0.18
H 0.26224 1.47789 0.88454  0.12
H -1.39969 -0.47441 1.04067  0.12
H -1.75432 -0.34207 -0.83435  0.16
H 0.37999 -1.93714 -0.04124  0.13
N 0.14106 -0.99610 -0.08242  -0.02
S 2.73690 -0.09640 -0.00034  0.58

Cartesian forces, eV/Å:
0.41 -1.36 0.39
-1.47 7.03 -1.03
-5.37 0.88 -0.77
1.98 -2.29 1.73
-0.95 -0.34 -0.36
-0.67 0.49 -0.05
1.53 0.25 2.16
-0.16 -2.09 0.23
5.68 -2.75 -1.66
-0.98 0.18 -0.62

Relative energy (zero: lowest compared OMol25 entry of this formula, charge and spin) ... 41.07 kcal per mole
Frontier orbital gap ... 9.214 eV
Strongest force on any atom ... 0.1411 hartree/bohr
Electronic energy ... -570.1691 a.u.